(1)
C4H14NS2 | ωB97M-V with the def2-TZVPD basis set

XYZ file:
```
21
Properties=species:S:1:pos:R:3:forces:R:3:lowdin_charge:R:1
C -0.494432 1.386044 2.806713 0.2 0.0 -0.1 -0.451
S -1.288977 1.731626 1.214121 0.2 -0.1 -0.1 0.401
S 0.213142 2.664623 0.158590 -0.2 0.1 0.1 0.337
H 0.532621 1.083176 2.623752 0.1 0.0 0.1 0.019
H -1.031829 0.561751 3.263607 -0.1 -0.1 0.1 0.035
H -0.508832 2.242548 3.472858 -0.1 0.1 -0.1 0.041
H 0.013390 3.931824 0.553396 0.0 0.0 0.0 -0.163
C -1.544591 -0.868258 -1.817132 0.1 0.1 0.0 -0.058
C -0.365069 -1.519256 -1.126906 -0.1 0.2 0.0 -0.180
N 0.703117 -0.492684 -0.854358 0.2 -0.2 -0.4 -0.024
C 1.931568 -1.039812 -0.206686 -0.2 0.1 0.2 0.014
H -1.225548 -0.413701 -2.757512 -0.1 0.0 0.0 0.092
H -2.303159 -1.613200 -2.046294 0.0 0.0 0.0 0.096
H -1.999764 -0.099975 -1.191148 0.0 0.0 0.0 0.061
H -0.612906 -1.946131 -0.161341 -0.1 -0.1 0.1 0.134
H 0.080994 -2.288481 -1.751945 0.1 0.0 0.0 0.133
H 0.305471 0.262458 -0.285935 -0.1 -0.1 0.1 0.023
H 0.956178 -0.069067 -1.748725 0.0 0.1 0.0 0.175
H 1.685672 -1.299967 0.817512 0.0 0.0 0.1 0.107
H 2.710735 -0.283973 -0.223360 0.0 0.0 0.0 0.107
H 2.242217 -1.929547 -0.739201 0.1 -0.1 -0.1 0.105
```
Positions in Å, forces in eV/Å.

Computed properties:
HOMO-LUMO gap = 10.0 eV
F_max = 0.5 eV Å⁻¹
total charge = +1
M = 140.3 g mol⁻¹
total energy = -1011.69148 Ha

=====

(2)
C4H14NS2 | ωB97M-V with the def2-TZVPD basis set

XYZ file:
```
21
Properties=species:S:1:pos:R:3:forces:R:3:lowdin_charge:R:1
C -1.200641 0.121965 0.918707 0.3 0.3 -0.1 -0.246
C -1.257030 -0.352820 2.350674 -0.7 -0.9 0.0 -0.540
S -2.216379 -1.931237 2.443366 0.6 0.4 -0.2 0.748
N -0.531713 1.480260 0.868654 -0.1 0.3 -0.3 0.143
H -2.202018 0.230199 0.509357 0.0 0.1 0.0 0.128
H -0.627138 -0.506306 0.240286 0.0 -0.2 0.2 0.103
H -1.841201 0.356981 2.939212 0.2 0.0 0.2 0.079
H -0.285864 -0.533213 2.805988 0.1 0.3 0.0 0.080
H -1.264745 -2.653893 1.811626 -0.3 0.0 0.2 -0.124
H -0.435287 1.818726 -0.121968 -0.1 -0.3 0.3 0.043
H 0.426761 1.450042 1.218667 0.0 -0.2 0.1 0.162
H -1.041621 2.152399 1.444910 0.0 0.1 -0.1 0.166
C 2.185394 -0.592129 -1.282193 0.0 0.1 -0.1 -0.166
C 1.201249 -0.284257 -2.399229 -0.3 0.3 0.2 -0.551
S 0.432142 1.380796 -2.198449 0.0 0.1 0.1 0.740
H 1.705504 -0.857006 -0.336926 -0.1 0.0 -0.1 0.054
H 2.834945 0.265064 -1.104364 0.1 -0.1 0.0 0.072
H 2.803129 -1.437398 -1.583948 0.1 0.0 0.1 0.084
H 1.709361 -0.235872 -3.357940 -0.1 -0.2 0.0 0.069
H 0.371816 -0.986319 -2.427226 0.2 -0.2 -0.2 0.069
H -0.766662 1.114018 -2.739205 0.1 0.0 -0.1 -0.114
```
Positions in Å, forces in eV/Å.

Computed properties:
HOMO-LUMO gap = 9.6 eV
F_max = 1.2 eV Å⁻¹
total charge = +1
M = 140.3 g mol⁻¹
total energy = -1011.67729 Ha

=====

(3)
C4H14O2 | ωB97M-V with the def2-TZVPD basis set

XYZ file:
```
20
Properties=species:S:1:pos:R:3:forces:R:3:lowdin_charge:R:1
C -0.634093 -1.133591 -0.052780 0.1 0.1 0.5 -0.094
C -1.194687 -0.193617 1.023421 0.2 0.0 0.5 -0.266
C -1.761570 1.119685 0.471294 0.2 -0.3 -0.4 -0.280
C -1.898090 2.253892 1.487921 0.3 -0.4 0.0 -0.110
H -0.851357 -0.772312 -1.050408 -0.3 -0.2 -0.2 0.070
H -0.974471 -2.149281 0.113044 -0.2 -0.2 -0.3 0.073
H 0.444780 -1.189176 0.007453 0.1 0.2 -0.1 0.021
H -0.410821 -0.003110 1.770199 0.0 0.3 -0.2 0.102
H -1.940681 -0.729132 1.608158 -0.3 0.1 -0.1 0.100
H -2.722741 0.892882 0.008337 -0.2 0.1 0.1 0.104
H -1.146082 1.409121 -0.387854 0.2 0.2 0.3 0.101
H -2.817813 2.135461 2.058537 0.0 0.2 0.1 0.068
H -1.878620 3.227309 0.995982 -0.2 0.0 0.1 0.067
H -1.062549 2.218597 2.198050 -0.1 0.1 -0.1 0.069
O 2.048869 0.312322 -2.504659 -0.1 -0.1 0.0 -0.063
H 1.872323 -0.601514 -2.250807 0.2 0.0 0.1 0.014
H 1.510459 0.458365 -3.288881 0.0 0.0 0.0 0.031
O 2.759012 -2.001671 -0.085574 0.3 0.2 -0.4 -0.049
H 2.911426 -2.912223 0.180965 -0.3 0.1 0.2 0.041
H 1.994237 -1.650883 0.379190 0.2 -0.4 0.2 0.000
```
Positions in Å, forces in eV/Å.

Computed properties:
HOMO-LUMO gap = 11.9 eV
F_max = 0.6 eV Å⁻¹
SMILES = CCCC.O.O
total charge = 0
M = 94.2 g mol⁻¹
total energy = -311.25868 Ha

=====

(4)
C4H14O2 | ωB97M-V with the def2-TZVPD basis set

XYZ file:
```
20
Properties=species:S:1:pos:R:3:forces:R:3:lowdin_charge:R:1
C -2.607399 0.346068 0.351811 0.4 -0.2 -0.2 -0.066
C -1.421995 0.826412 1.167220 -1.2 -0.8 -0.9 -0.123
C -0.528535 -0.366347 1.676864 0.8 -0.3 0.8 -0.125
C 0.900463 -0.019004 1.939107 0.1 -0.1 0.9 -0.023
H -2.336205 0.121830 -0.684087 0.0 0.7 -0.2 0.084
H -3.354827 1.141297 0.420333 -0.2 -0.1 -0.4 0.112
H -3.044940 -0.607734 0.646313 0.0 0.2 0.7 0.098
H -1.792855 1.188687 2.166862 0.6 -0.3 0.3 0.196
H -0.908255 1.657892 0.694042 0.2 0.0 0.1 0.137
H -0.777617 -1.130766 0.915833 -0.2 0.1 -0.6 0.179
H -0.861375 -1.010045 2.511910 -0.2 0.4 0.1 0.165
H 1.511908 0.310994 1.104727 -0.4 0.2 -0.3 0.106
H 1.353052 -0.896439 2.430591 -0.1 -0.1 -0.3 0.125
H 1.013887 0.696535 2.770750 0.0 0.2 -0.2 0.130
H 3.732858 -2.236803 -1.459945 0.1 -0.3 0.1 0.035
H 3.926224 -0.838649 -1.914523 0.0 0.9 -1.0 0.014
O 4.041175 -1.380787 -1.155301 -0.2 -0.6 0.9 -0.046
H -0.606819 0.588108 -2.323719 -0.2 0.2 -0.7 0.017
H -1.526769 1.432925 -3.232064 -0.3 0.4 0.0 0.032
O -0.899083 0.714892 -3.244365 0.5 -0.6 0.7 -0.046
```
Positions in Å, forces in eV/Å.

Computed properties:
HOMO-LUMO gap (spin up / spin down) = 11.0 / 3.9 eV
F_max = 1.7 eV Å⁻¹
multiplicity = 2
total charge = +1
expectation value of S² = 0.7525
M = 94.2 g mol⁻¹
total energy = -310.85946 Ha

=====

(5)
C4H14O2 | ωB97M-V with the def2-TZVPD basis set

XYZ file:
```
20
Properties=species:S:1:pos:R:3:forces:R:3:lowdin_charge:R:1
C -0.696201 -0.894578 -1.039736 -0.4 1.3 -1.4 -0.039
C 0.833605 -0.754461 -1.122805 0.0 -2.0 0.9 -0.207
C 1.450680 0.439252 -0.506299 -1.3 1.4 -0.8 -0.190
C 0.660133 1.672168 -0.767728 -0.2 1.0 -0.6 -0.069
H -1.262924 -0.037651 -1.514249 0.7 -0.7 1.2 0.117
H -0.815526 -1.106669 0.019631 -0.6 0.5 0.5 0.070
H -1.158069 -1.755130 -1.504231 0.5 -0.6 -0.3 0.095
H 1.096953 -0.929014 -2.212367 0.0 0.6 0.3 0.199
H 1.211655 -1.657009 -0.615498 0.4 0.2 -0.5 0.123
H 2.483251 0.732358 -0.746316 0.6 -0.7 0.4 0.172
H 1.507049 0.270031 0.624439 0.3 -0.5 0.2 0.192
H 1.119801 2.633788 -0.563535 0.7 -0.2 0.1 0.094
H -0.257300 1.759535 -0.165178 -0.4 -0.6 -0.3 0.106
H 0.403576 1.691874 -1.849054 -0.4 0.0 0.5 0.126
H -0.369328 -0.605865 2.067554 -0.5 -0.2 -0.1 0.008
H 0.534115 -1.885020 1.694945 -0.4 -0.1 0.0 0.057
O 0.371405 -1.177628 2.327390 0.8 0.6 -0.1 0.046
H -2.295939 1.087548 2.453457 1.1 0.0 -0.4 0.088
H -2.836866 0.027566 1.680637 0.5 -0.5 -0.7 0.076
O -1.980069 0.488905 1.738943 -1.4 0.4 1.0 -0.064
```
Positions in Å, forces in eV/Å.

Computed properties:
HOMO-LUMO gap (spin up / spin down) = 13.2 / 5.0 eV
F_max = 2.2 eV Å⁻¹
multiplicity = 2
total charge = +1
expectation value of S² = 0.7543
M = 94.2 g mol⁻¹
total energy = -310.86388 Ha

=====

(6)
C4H14O2S | ωB97M-V with the def2-TZVPD basis set

XYZ file:
```
21
Properties=species:S:1:pos:R:3:forces:R:3:lowdin_charge:R:1
C -2.120151 1.056589 -1.216682 -0.5 -0.7 1.0 -0.101
C -0.628796 0.785277 -1.054908 0.8 0.0 -0.8 -0.277
C -0.267000 -0.712195 -1.219681 -1.5 0.4 1.6 -0.262
C 0.927524 -1.172867 -0.374939 4.0 2.3 -6.6 -0.620
S 2.348655 -0.179932 -0.448856 -1.9 -1.4 0.7 0.818
H -2.626804 0.267776 -0.647651 -0.2 0.1 0.0 0.069
H -2.478866 0.953254 -2.237522 0.2 0.1 -0.2 0.070
H -2.505989 1.996436 -0.791385 0.6 -0.1 -0.3 0.078
H -0.085334 1.350144 -1.826026 0.1 0.1 0.4 0.102
H -0.225953 1.081485 -0.084449 -0.4 0.4 -0.1 0.076
H -1.054894 -1.254654 -0.685850 -0.3 0.0 -0.9 0.088
H -0.286948 -0.966802 -2.283466 0.7 -0.4 0.3 0.126
H 0.524996 -1.248271 0.735171 -2.8 -0.5 3.8 0.053
H 1.233702 -2.182470 -0.573513 -0.2 -0.9 0.6 0.076
H 3.315176 0.827153 1.803901 -0.8 -0.4 0.9 0.008
H -0.866584 -1.777224 2.058056 0.7 -0.8 0.2 0.056
H -0.009868 -0.085672 2.199384 0.4 0.7 0.5 -0.020
O -0.639121 -1.237045 1.299352 0.2 0.3 -0.5 -0.184
H 0.958363 0.786646 1.531147 0.3 0.6 0.2 -0.060
H 3.814886 1.112096 1.386547 1.0 0.6 -0.6 0.021
O 0.673012 0.600267 2.431376 -0.2 -0.2 -0.1 -0.118
```
Positions in Å, forces in eV/Å.

Computed properties:
HOMO-LUMO gap = 6.7 eV
F_max = 8.0 eV Å⁻¹
total charge = 0
M = 126.2 g mol⁻¹
total energy = -709.25473 Ha

=====

(7)
C4H14O3 | ωB97M-V with the def2-TZVPD basis set

XYZ file:
```
21
Properties=species:S:1:pos:R:3:forces:R:3:lowdin_charge:R:1
C -1.744510 -2.904048 -2.670128 1.1 -0.6 0.2 -0.120
C -1.779473 -2.275092 -1.295109 0.3 1.0 -1.1 -0.182
C -2.882783 -1.736229 -0.804589 0.0 0.1 -0.1 -0.194
C -3.027569 -1.052302 0.508451 -1.0 -0.6 1.0 -0.117
H -2.319902 -3.828733 -2.627082 -0.2 0.1 -0.5 0.072
H -1.971104 -2.261787 -3.519559 -0.8 0.1 0.3 0.070
H -0.721806 -3.193554 -2.937960 0.0 -0.2 0.4 0.062
H -0.807572 -2.073973 -0.855591 -0.1 -0.3 0.4 0.099
H -3.773524 -1.821923 -1.421190 -0.2 -0.1 0.2 0.106
H -2.174702 -0.533010 0.917251 0.4 0.2 -0.3 0.064
H -3.913524 -0.424605 0.597579 0.1 0.4 -0.5 0.065
H -3.284209 -1.803345 1.265687 0.2 -0.2 0.0 0.075
O 3.553805 3.404437 1.288938 -0.6 0.3 -0.1 -0.070
H 3.442761 4.110246 0.642698 0.5 0.1 -0.2 0.030
H 2.614567 3.273342 1.479148 0.1 -0.4 0.2 0.009
O 6.207267 0.712046 3.296233 -0.9 0.3 -1.0 -0.063
H 5.447595 0.794256 2.690907 -0.3 -0.8 0.6 0.039
H 6.634894 1.465224 2.897646 1.2 0.6 0.4 0.020
O 0.505814 3.600231 0.258413 -0.4 -0.3 0.1 -0.050
H 0.114603 3.350643 -0.584801 0.2 0.1 -0.2 0.042
H -0.120627 3.198176 0.873057 0.2 0.2 0.2 0.043
```
Positions in Å, forces in eV/Å.

Computed properties:
HOMO-LUMO gap = 9.6 eV
F_max = 1.6 eV Å⁻¹
SMILES = C/C=C/C.O.O.O
total charge = 0
M = 110.2 g mol⁻¹
total energy = -386.47070 Ha

=====

(8)
C4H14O3 | ωB97M-V with the def2-TZVPD basis set

XYZ file:
```
21
Properties=species:S:1:pos:R:3:forces:R:3:lowdin_charge:R:1
C 1.365741 -0.933441 0.251004 0.4 -0.2 -1.5 0.023
C 1.222712 -1.431676 1.462745 -0.2 0.7 1.3 -0.411
C 0.447109 -0.656967 2.527603 -0.7 0.1 -0.3 -0.080
C 1.893151 -2.637517 2.043896 0.3 -1.0 -0.9 -0.088
H 2.025724 -1.343693 -0.511594 0.0 -0.5 0.4 0.061
H 0.833992 -0.103199 -0.203064 -0.2 0.2 0.8 0.043
H -0.573836 -0.403156 2.219344 0.1 -0.2 -0.1 0.074
H 0.900865 0.309772 2.733661 0.3 0.0 0.0 0.074
H 0.375376 -1.202416 3.468474 0.0 0.0 -0.1 0.065
H 2.617293 -3.123172 1.379722 0.3 0.6 0.0 0.075
H 1.207088 -3.483126 2.187669 -0.4 0.5 0.3 0.084
H 2.351391 -2.407655 3.001325 0.1 0.0 0.1 0.074
O -4.632890 1.060458 -1.322950 -1.0 0.5 0.0 -0.044
H -3.775056 1.128748 -0.944271 1.4 -0.3 0.3 0.003
H -5.062545 1.795224 -0.864182 -0.4 -0.2 -0.3 0.041
O -0.464109 0.273225 -2.541803 0.1 0.4 0.1 -0.062
H -1.206439 0.781152 -2.197131 -0.1 -0.2 -0.1 0.025
H 0.242417 0.931542 -2.504974 0.1 -0.1 0.0 0.010
O 1.104535 2.974951 -1.334501 -0.1 0.0 -0.1 -0.050
H 0.779865 3.851892 -1.560439 -0.1 0.0 0.0 0.041
H 2.053722 3.030271 -1.474190 0.1 -0.1 0.0 0.041
```
Positions in Å, forces in eV/Å.

Computed properties:
HOMO-LUMO gap = 9.3 eV
F_max = 1.5 eV Å⁻¹
SMILES = C=C(C)C.O.O.O
total charge = 0
M = 110.2 g mol⁻¹
total energy = -386.47693 Ha

=====

(9)
C4H14O3 | ωB97M-V with the def2-TZVPD basis set

XYZ file:
```
21
Properties=species:S:1:pos:R:3:forces:R:3:lowdin_charge:R:1
C -1.880517 -1.878419 -0.602013 -2.2 1.1 2.7 -0.144
C -0.518052 -1.321450 -0.680673 2.4 -0.3 -0.2 -0.230
C -0.541889 0.270853 -0.582232 0.8 -1.1 1.1 -0.378
C -0.096991 0.877985 -1.907571 2.0 1.2 0.4 -0.081
O 0.476192 0.617704 0.451747 -0.6 -0.1 -0.5 -0.145
H -2.252988 -1.961693 0.497430 0.6 0.0 -1.7 0.112
H -2.093683 -2.768886 -1.089214 0.2 -2.1 -0.7 0.040
H -2.603963 -1.214970 -1.064861 -0.1 0.5 -0.1 0.068
H 0.194612 -1.831887 0.124908 -1.6 1.4 -1.7 0.123
H -0.030952 -1.641184 -1.680642 -0.7 0.8 1.4 0.129
H -1.524954 0.800063 -0.313490 1.1 -1.5 0.2 0.152
H -0.510250 1.936155 -2.067269 1.2 -1.2 0.5 0.095
H 1.082259 0.788729 -1.767415 -2.4 0.8 -1.0 0.135
H -0.397806 0.348215 -2.812884 -0.1 -0.4 0.3 0.063
H 0.750953 -0.114253 1.056386 -1.1 0.3 -1.1 0.058
O 0.864191 -1.640281 2.221612 2.2 -1.5 -7.6 0.096
H 0.180424 -1.806231 2.713053 -6.7 -1.8 4.0 -0.017
H 1.379598 -1.213313 2.774829 4.7 3.3 4.1 -0.007
O 1.384345 3.019335 0.505827 0.9 2.8 0.2 -0.040
H 0.488957 2.836796 0.308355 -1.3 -0.3 -0.2 -0.007
H 1.764664 2.174582 0.522261 0.7 -1.8 0.0 -0.020
```
Positions in Å, forces in eV/Å.

Computed properties:
HOMO-LUMO gap = 10.7 eV
F_max = 8.1 eV Å⁻¹
SMILES = CC[C@H](C)O.O.O
total charge = 0
M = 110.2 g mol⁻¹
total energy = -386.43410 Ha

=====

(10)
C4H14O3S | ωB97M-V with the def2-TZVPD basis set

XYZ file:
```
22
Properties=species:S:1:pos:R:3:forces:R:3:lowdin_charge:R:1
O 0.010571 0.999400 2.805254 -1.2 0.8 -0.2 -0.116
C 0.167808 1.365560 1.392236 0.5 -1.7 1.9 -0.247
C 0.650798 0.030320 0.747323 0.9 0.8 -0.4 -0.184
C 1.789010 0.366966 -0.239236 0.0 1.1 -0.8 -0.269
C 1.240260 0.502641 -1.686262 0.1 -2.1 -0.3 -0.590
S 0.122763 1.884469 -1.928587 0.0 0.6 0.0 0.711
H -0.878787 0.649417 2.943852 0.1 -0.1 -0.1 0.061
H -0.698436 1.826416 0.916669 -0.1 -0.1 0.2 0.078
H 0.958931 2.105388 1.533676 0.0 -0.1 -0.9 0.111
H -0.134433 -0.520542 0.194877 0.2 0.3 0.6 0.099
H 1.008511 -0.543560 1.624172 -0.2 0.1 -0.7 0.118
H 2.715264 -0.190011 -0.265719 -0.3 -1.4 0.0 0.096
H 2.287646 1.293607 0.092175 -0.6 0.3 -0.3 0.098
H 2.001182 0.386867 -2.464159 0.3 0.9 0.3 0.067
H 0.647071 -0.406178 -1.942162 0.1 0.4 0.7 0.067
H -0.310860 1.511136 -3.136717 -0.1 0.0 0.0 -0.147
O -2.617491 -0.162452 1.296557 0.2 -0.8 0.6 -0.037
H -2.802721 0.692354 0.928039 -0.4 0.4 -0.5 0.030
H -3.199854 -0.819001 0.892596 0.1 0.5 0.0 0.051
O -1.135902 -3.317794 -1.433097 0.8 -0.7 0.2 -0.070
H -0.288974 -3.794799 -1.527532 -0.3 0.6 -0.3 0.045
H -1.532358 -3.860204 -0.743953 -0.4 0.2 0.1 0.029
```
Positions in Å, forces in eV/Å.

Computed properties:
HOMO-LUMO gap = 9.3 eV
F_max = 2.6 eV Å⁻¹
SMILES = OCCCCS.O.O
total charge = 0
M = 142.2 g mol⁻¹
total energy = -784.65865 Ha

=====

(11)
C4H14O4 | ωB97M-V with the def2-TZVPD basis set

XYZ file:
```
22
Properties=species:S:1:pos:R:3:forces:R:3:lowdin_charge:R:1
C 1.325219 0.821262 -2.173215 2.1 -2.4 0.8 -0.090
C 0.397834 -0.352153 -1.911280 3.1 -0.4 0.6 -0.143
C 0.892112 -1.591905 -1.714119 -0.7 0.1 -1.5 -0.100
C 0.007585 -2.526277 -0.987354 -3.1 -0.1 0.1 -0.297
O -0.381122 -1.945930 0.257641 -2.2 2.9 -0.3 -0.129
H 2.405681 0.371634 -2.242688 -1.9 1.1 -0.3 0.114
H 1.064126 1.383391 -2.993028 -0.4 0.9 -2.5 0.027
H 1.401654 1.611528 -1.443286 -0.4 -0.2 1.1 0.056
H -0.596098 -0.210063 -1.598324 -1.1 0.7 0.2 0.065
H 1.800396 -2.051119 -2.151497 -0.1 1.0 0.6 0.118
H 0.456535 -3.386168 -0.605907 1.2 -1.7 -0.2 0.084
H -0.978655 -2.890518 -1.524375 1.9 0.8 0.5 0.152
H -0.919948 -1.084271 0.030909 1.6 -2.4 0.9 0.113
O -1.358439 1.793516 -0.090204 0.4 -1.4 -0.4 -0.060
H -1.192119 2.511936 -0.684734 -0.3 0.7 -0.1 0.028
H -1.931602 2.013721 0.649713 0.0 0.5 0.2 -0.001
O 1.435499 0.716087 2.695214 -0.2 3.2 -2.3 -0.038
H 1.474309 -0.142951 3.006905 0.1 -2.8 0.6 -0.008
H 1.518288 0.719242 1.702861 -0.2 -0.4 1.6 0.071
O -1.845327 1.953143 2.522738 0.5 -1.7 1.0 -0.092
H -0.864708 1.824677 2.588184 -0.9 0.2 -0.1 0.048
H -2.179240 1.088869 2.897964 0.4 1.5 -0.6 0.085
```
Positions in Å, forces in eV/Å.

Computed properties:
HOMO-LUMO gap = 9.8 eV
F_max = 4.0 eV Å⁻¹
SMILES = C/C=C/CO.O.O.O
total charge = 0
M = 126.2 g mol⁻¹
total energy = -461.68277 Ha

=====

For each record above, in turn, the calculated energy relative to the best compared isomer or geometry (same formula, charge and spin) values are 4.3; 13.2; 13.4; 16.9; 14.1; 132.4; 35.2; 31.3; 58.2; 27.8; 46.1 kcal per mole.